Density functional theory data (the ωB97M-V functional and the def2-TZVPD basis) for an isolated molecule of C4H6Cl2O in a non-equilibrium geometry.

As for the SMILES: Cl[C@@H]1CCO[C@@H]1Cl. The value obtained for the LUMO energy is 0.0296 Ha. As for the electronic energy: -31337.41781 eV. The value obtained for the relative energy (zero: lowest compared OMol25 entry of this formula, charge and spin) is 0.000 eV.

Structure (ORCA input):
```
! RIJCOSX wB97M-V def2-TZVPD def2/J DEFGRID3
* xyz 0 1
Cl 1.48246 1.96995 -0.02659
Cl 0.90934 0.36414 2.41655
O -0.63267 0.78671 -1.13888
C -0.13272 -0.52985 -1.29196
C -0.17681 1.30645 0.11762
C 0.14109 -1.06615 0.10364
C -0.20665 0.09980 1.03770
H -0.93939 -1.12694 -1.72006
H 0.80199 -0.54236 -1.89759
H -0.81904 2.08124 0.47845
H 1.19592 -1.34132 0.17185
H -0.43003 -1.97252 0.31692
H -1.19349 -0.02916 1.43235
*
```

Density functional theory data (the ωB97M-V functional and the def2-TZVPD basis) for a cluster of 2 separate species, C4H6Cl2O in total in a non-equilibrium geometry.

The value obtained for the LUMO energy is -0.0288 Ha. As for the electronic energy: -31333.49279 eV. The value obtained for the relative energy (zero: lowest compared OMol25 entry of this formula, charge and spin) is 3.925 eV.

Structure (ORCA input):
```
! RIJCOSX wB97M-V def2-TZVPD def2/J DEFGRID3
* xyz 0 1
C -1.32988 0.70353 -1.13965
C 1.61198 0.82262 1.88425
C -1.71544 -0.69955 -0.76805
C 2.16754 -0.33825 1.15648
O -1.88795 1.61898 -0.59449
Cl 0.73452 1.95777 1.02731
Cl 1.90533 -0.38359 -0.67606
H -0.65286 0.78225 -2.01918
H -1.33467 -1.47458 -1.33645
H -2.82378 -0.58552 -0.86090
H -1.53733 -0.75542 0.34158
H 1.58401 -1.23495 1.72754
H 3.27853 -0.41329 1.25761
*
```

Density functional theory data (the ωB97M-V functional and the def2-TZVPD basis) for an isolated molecule of C4H6Cl2O in a non-equilibrium geometry.

As for the SMILES: CCC(Cl)(Cl)C=O. The value obtained for the LUMO energy is 0.0220 Ha. As for the electronic energy: -31336.70744 eV. The value obtained for the relative energy (zero: lowest compared OMol25 entry of this formula, charge and spin) is 0.710 eV.

Structure (ORCA input):
```
! RIJCOSX wB97M-V def2-TZVPD def2/J DEFGRID3
* xyz 0 1
C 1.06208 -0.36577 1.22225
C -1.49723 -0.39841 -0.12362
C -0.39880 0.53942 -0.63834
C 0.99067 0.17699 -0.20203
O 1.53558 -1.35928 1.60250
Cl 2.22228 1.52089 -0.03148
Cl 1.72212 -0.86315 -1.34403
H 0.54014 0.33427 1.90904
H -1.32473 -0.62540 0.87277
H -1.48338 -1.26207 -0.76567
H -2.44653 0.10328 -0.18428
H -0.58577 1.63039 -0.49941
H -0.33643 0.56886 -1.81770
*
```

Density functional theory data (the ωB97M-V functional and the def2-TZVPD basis) for an isolated molecule of C4H6Cl2OS in a non-equilibrium geometry.

The value obtained for the LUMO energy (alpha / beta) is -0.0364 / -0.0449 Ha. As for the electronic energy: -42169.97087 eV. The value obtained for the relative energy (zero: lowest compared OMol25 entry of this formula, charge and spin) is 2.305 eV.

Structure (ORCA input):
```
! RIJCOSX wB97M-V def2-TZVPD def2/J DEFGRID3
* xyz 0 1
C -1.18135 0.29723 0.02630
C 0.80915 -1.15251 -0.46280
C 1.11634 1.20265 0.41042
C 0.14879 -0.01689 0.37597
O -3.75136 -0.25739 -1.03640
S -2.39573 -0.86865 -0.98538
Cl -1.88066 1.81135 0.39442
Cl 0.01545 -0.76351 2.05616
H 1.70572 -1.72873 0.05720
H 0.22907 -2.12829 -0.55970
H 1.13850 -0.82568 -1.44544
H 2.18336 0.82064 0.11259
H 0.75410 1.92933 -0.40439
H 1.10863 1.68046 1.46105
*
```

Density functional theory data (the ωB97M-V functional and the def2-TZVPD basis) for a cluster of 2 separate species, C4H6Cl2Si in total in a non-equilibrium geometry.

The value obtained for the LUMO energy (alpha / beta) is -0.0514 / -0.0269 Ha. As for the electronic energy: -37165.20497 eV. The value obtained for the relative energy (zero: lowest compared OMol25 entry of this formula, charge and spin) is 5.552 eV.

Structure (ORCA input):
```
! RIJCOSX wB97M-V def2-TZVPD def2/J DEFGRID3
* xyz 0 1
C -2.38690 -1.90336 1.51114
C -1.17387 -1.78444 1.62901
C 1.07471 1.50555 -2.19873
C 0.16163 -2.06593 1.75577
Si 0.28408 1.09582 -0.49154
Cl -1.41201 2.23595 -0.46260
Cl 1.52234 1.84582 0.94170
H -3.32380 -1.76017 1.31475
H 0.46506 2.37225 -2.52266
H 2.05626 2.05998 -1.96862
H 1.26274 0.70832 -2.89748
H 0.76350 -1.26438 2.03850
H 0.70627 -3.04541 1.35078
*
```

Density functional theory data (the ωB97M-V functional and the def2-TZVPD basis) for a cluster of 2 separate species, C4H6Cl4NP in total in a non-equilibrium geometry.

As for the SMILES: C=C(Cl)P(Cl)/N=C(/C)Cl.Cl. The value obtained for the LUMO energy is -0.0050 Ha. As for the electronic energy: -65113.05630 eV. The value obtained for the relative energy (zero: lowest compared OMol25 entry of this formula, charge and spin) is 0.000 eV.

Structure (ORCA input):
```
! RIJCOSX wB97M-V def2-TZVPD def2/J DEFGRID3
* xyz 0 1
C 1.73545 -0.41553 -2.40415
C -1.59550 0.34022 1.23118
C 0.34240 -0.87217 -2.20674
C -2.27299 -0.47670 0.42075
N -0.46684 -0.15221 -1.57679
P -2.05106 -0.75425 -1.36858
Cl 0.09765 -2.58996 -2.53696
Cl 0.68761 -3.43499 1.16611
Cl -3.61020 -1.43036 0.94717
Cl -3.15317 0.94074 -1.60305
H 2.26579 -1.21535 -2.90553
H 2.22755 -0.36661 -1.47223
H 1.85499 0.45433 -2.95268
H -0.66735 0.74830 0.93312
H -0.55431 -3.62750 0.44889
H -2.06212 0.55893 2.32911
*
```

Density functional theory data (the ωB97M-V functional and the def2-TZVPD basis) for a structure of composition C4H6ClCuO2 in a non-equilibrium geometry.

The value obtained for the LUMO energy (alpha / beta) is -0.1633 / -0.3446 Ha. As for the electronic energy: -65491.73207 eV. The value obtained for the relative energy (zero: lowest compared OMol25 entry of this formula, charge and spin) is 0.007 eV.

Structure (ORCA input):
```
! RIJCOSX wB97M-V def2-TZVPD def2/J DEFGRID3
* xyz 1 2
Cu -4.92360 -18.22181 -3.68511
Cl -6.94656 -16.64841 -3.55315
O -9.86214 -13.18310 -0.77973
C -9.99223 -14.06289 -1.60868
O -10.10828 -15.35844 -1.22786
C -10.46883 -16.13717 -2.34160
C -11.01445 -15.16610 -3.31528
C -10.16510 -13.92637 -3.12644
H -11.24479 -16.88164 -2.16340
H -9.70649 -16.81844 -2.71948
H -12.07027 -14.89999 -3.26493
H -10.97804 -15.49304 -4.35445
H -10.62048 -13.01072 -3.50368
H -9.19952 -14.01247 -3.62475
*
```

Density functional theory data (the ωB97M-V functional and the def2-TZVPD basis) for a cluster of 2 separate species, C4H6ClF in total in a non-equilibrium geometry.

The value obtained for the LUMO energy (alpha / beta) is 0.0173 / -0.0043 Ha. As for the electronic energy: -19480.03500 eV. The value obtained for the relative energy (zero: lowest compared OMol25 entry of this formula, charge and spin) is 4.707 eV.

Structure (ORCA input):
```
! RIJCOSX wB97M-V def2-TZVPD def2/J DEFGRID3
* xyz 0 1
C 2.04641 0.67701 0.58107
C 2.59929 0.94466 -0.58807
C -1.16317 0.09170 1.54097
C -0.53379 0.43792 0.25914
F -0.69722 1.57432 -0.39960
Cl 4.36681 1.35560 -0.42950
H 2.12922 0.40290 1.53541
H 2.28030 1.10392 -1.57521
H -0.59342 -0.58386 2.20120
H -1.40124 0.96955 2.21466
H -2.16994 -0.46568 1.36673
H -0.57713 -0.45793 -0.38756
*
```

Density functional theory data (the ωB97M-V functional and the def2-TZVPD basis) for an isolated molecule of C4H6ClF in a non-equilibrium geometry.

As for the SMILES: C=C(C)[C@@H](F)Cl. The value obtained for the LUMO energy is 0.0206 Ha. As for the electronic energy: -19483.80164 eV. The value obtained for the relative energy (zero: lowest compared OMol25 entry of this formula, charge and spin) is 0.940 eV.

Structure (ORCA input):
```
! RIJCOSX wB97M-V def2-TZVPD def2/J DEFGRID3
* xyz 0 1
C 0.21317 -1.33176 0.27304
C 0.29477 0.13783 -0.15780
C 1.15721 0.78910 -0.84391
C -0.90474 0.80000 0.37756
H -0.66348 -1.85936 0.00126
H 0.05497 -1.32511 1.34718
H 1.11980 -1.99952 0.01363
H 2.08430 0.20600 -1.20632
H 1.17677 1.83380 -1.03061
H -1.21591 0.66874 1.49140
F -0.84265 2.12484 0.23535
Cl -2.47423 -0.04455 -0.50079
*
```

Density functional theory data (the ωB97M-V functional and the def2-TZVPD basis) for an isolated molecule of C4H6ClF in a non-equilibrium geometry.

As for the SMILES: F[C@H]1C[C@@H](Cl)C1. The value obtained for the LUMO energy is 0.0373 Ha. As for the electronic energy: -19484.24340 eV. The value obtained for the relative energy (zero: lowest compared OMol25 entry of this formula, charge and spin) is 0.499 eV.

Structure (ORCA input):
```
! RIJCOSX wB97M-V def2-TZVPD def2/J DEFGRID3
* xyz 0 1
C -0.23608 -1.07990 0.18764
C 0.83754 -0.02965 0.62461
C -0.05176 1.07894 0.10617
C -0.64873 0.08819 -0.82989
H -0.94376 -1.18540 0.99020
H 1.29559 0.03356 1.65421
H 1.71721 -0.17775 0.00963
H -0.80687 1.39695 0.86014
H -0.05984 0.09723 -1.74645
H -1.69658 0.28900 -1.14155
F 0.53367 2.22628 -0.36509
Cl 0.05963 -2.73747 -0.34963
*
```

Repeat the first record exactly.
Density functional theory data (the ωB97M-V functional and the def2-TZVPD basis) for an isolated molecule of C4H6Cl2O in a non-equilibrium geometry.

As for the SMILES: Cl[C@@H]1CCO[C@@H]1Cl. The value obtained for the LUMO energy is 0.0296 Ha. As for the electronic energy: -31337.41781 eV. The value obtained for the relative energy (zero: lowest compared OMol25 entry of this formula, charge and spin) is 0.000 eV.

Structure (ORCA input):
```
! RIJCOSX wB97M-V def2-TZVPD def2/J DEFGRID3
* xyz 0 1
Cl 1.48246 1.96995 -0.02659
Cl 0.90934 0.36414 2.41655
O -0.63267 0.78671 -1.13888
C -0.13272 -0.52985 -1.29196
C -0.17681 1.30645 0.11762
C 0.14109 -1.06615 0.10364
C -0.20665 0.09980 1.03770
H -0.93939 -1.12694 -1.72006
H 0.80199 -0.54236 -1.89759
H -0.81904 2.08124 0.47845
H 1.19592 -1.34132 0.17185
H -0.43003 -1.97252 0.31692
H -1.19349 -0.02916 1.43235
*
```